[1]
A single C3H8N2O2S molecule at a distorted geometry. Source: the Open Molecules 2025 dataset; level of theory: wB97M-V/def2-TZVPD.

Structure (XYZ):
```
16
Properties=species:S:1:pos:R:3:forces:R:3
H -2.655982 1.136641 -0.276256 0.072 0.095 -0.168
N -2.187406 0.727717 0.518522 0.838 0.177 -0.300
C 0.145033 -0.519104 0.588889 -0.075 -1.535 6.034
O -0.239560 1.892575 -0.603746 -0.076 -0.413 -0.094
H 2.547738 -0.574131 -0.711712 0.116 -0.015 0.037
O -0.308296 1.748491 1.867730 -0.054 -0.336 -0.047
C 1.667246 -0.443566 -1.334271 -0.060 -0.095 -0.033
S -0.556472 1.153534 0.584274 -1.037 0.455 0.223
H 0.652566 -2.208253 -0.564608 -0.153 0.083 0.116
H -2.662091 0.948888 1.376815 -0.034 0.027 0.334
H -0.407921 -1.003529 -1.349425 -0.024 -0.164 -0.044
H 1.862500 -0.872270 -2.313210 0.059 -0.019 -0.079
C 0.457935 -1.142919 -0.696248 0.275 -0.052 -0.555
N 0.239383 -1.074123 1.828825 0.072 1.524 -5.379
H 1.465134 0.617816 -1.447212 0.120 -0.005 -0.087
H -0.019807 -0.387768 2.531634 -0.039 0.274 0.043
```
Forces are in eV/Å.

Calculated values
largest force on an atom	0.1211	hartree/bohr
SMILES string	[H]/N=C(/CC)S(N)(=O)=O
electronic energy	-21150.0346	eV
Kohn-Sham gap	10.73	eV
spin multiplicity	1

Atom charges from the natural (NBO) analysis, given in e for atoms 1 to 6: H 0.406; N -1.074; C 0.042; O -0.932; H 0.212; O -0.936

[2]
2 unconnected molecules or ions with the total composition C3H8N6O3 at a distorted geometry. Source: the Open Molecules 2025 dataset; level of theory: wB97M-V/def2-TZVPD.

Structure (XYZ):
```
20
Properties=species:S:1:pos:R:3:forces:R:3
H 0.979116 -0.705815 -5.215681 -0.087 0.144 0.589
N 0.419440 -0.896093 3.384876 0.401 0.301 0.408
O -0.736139 0.671229 1.448276 0.824 0.452 1.412
H -0.883447 0.496189 -0.940865 0.077 -0.264 -0.640
H 0.813989 -1.405899 4.177167 -0.170 0.176 -0.284
H -1.373953 -0.906405 4.025104 -0.058 -0.204 -0.197
N -0.033365 1.251299 2.574335 0.209 0.384 -0.419
O 1.560695 0.896812 4.244844 -1.030 -0.132 -1.261
C 0.717994 0.474927 3.459686 0.493 -0.192 -0.114
C -0.465192 0.174983 -1.910667 -0.038 -0.801 1.079
O -0.936848 -1.195109 3.204294 -0.457 -0.201 0.607
N 0.212084 -0.910875 -1.914518 0.150 0.571 0.236
N -0.777816 0.925495 -3.003527 0.004 -0.091 0.482
N -0.223955 0.590709 -4.225472 0.548 0.064 -1.260
H -1.411089 0.178098 1.941247 -0.016 -0.183 -0.537
N 0.927042 -1.143526 -3.121676 -0.136 0.632 -0.465
H 1.195952 -2.098114 -3.246096 -0.071 -0.227 0.006
H -0.973209 1.895981 -2.891261 -0.044 0.370 -0.046
H 0.417654 2.107164 2.249754 -0.221 -0.391 0.397
C 0.571045 -0.401049 -4.239819 -0.377 -0.408 0.007
```
Forces are in eV/Å.

Calculated values
largest force on an atom	0.0330	hartree/bohr
SMILES string	C1=NNC=NN1.O=C(NO)NO
electronic energy	-18318.3801	eV
Kohn-Sham gap	7.70	eV
spin multiplicity	1

Atom charges from the natural (NBO) analysis, given in e for atoms 1 to 6: H 0.193; N -0.348; O -0.551; H 0.207; H 0.375; H 0.461

[3]
2 unconnected molecules or ions with the total composition C12H17N at a distorted geometry. Source: the Open Molecules 2025 dataset; level of theory: wB97M-V/def2-TZVPD.

Structure (XYZ):
```
30
Properties=species:S:1:pos:R:3:forces:R:3
C 0.547683 0.934818 0.719463 0.154 -0.106 0.586
H -4.369753 1.242605 3.678120 0.122 -0.343 0.758
C 1.717967 1.797888 1.223818 -0.035 -0.069 -0.069
H -0.506947 2.287046 -1.669302 -0.329 0.014 0.182
C 1.196966 -0.586034 -1.307213 -0.892 0.205 -1.038
C 1.200896 -1.470392 -3.599263 -0.064 -0.276 -0.597
H 1.457182 2.005088 2.263132 0.406 0.549 -0.024
N 0.116246 0.627576 -2.897774 -0.025 0.470 0.008
C -2.443037 0.593714 2.948041 -1.093 0.494 1.768
H 2.044435 -3.473461 -3.775140 0.201 0.380 -0.355
H -0.387913 1.434468 1.009290 0.210 0.212 -0.495
H 2.717087 1.356873 1.206370 -0.246 -0.615 0.021
C 1.872027 -2.591339 -3.170725 -0.097 0.137 1.313
H -2.509478 1.488092 2.340337 0.420 -0.318 -0.853
H -0.282993 0.795658 -3.805830 -0.072 0.381 0.254
C 1.911581 -1.726567 -0.875156 -0.508 1.180 0.270
H 0.470936 0.039194 1.352131 0.342 -0.109 -0.265
C -3.880980 0.294057 3.427619 -0.023 0.433 -1.433
H 0.936881 -1.332234 -4.648357 -0.067 -0.163 0.193
H -3.862270 -0.470345 4.197637 -0.420 0.184 0.220
C 0.852413 -0.489440 -2.664860 0.492 -0.792 -0.494
C 0.564558 0.567653 -0.730223 -0.239 0.743 1.430
H 2.885760 -3.509833 -1.500200 -0.280 -0.154 0.105
C 2.244423 -2.687321 -1.794230 0.324 -0.143 -0.369
H -1.911282 0.953434 3.849008 0.277 -0.525 -0.444
H -4.494619 -0.031598 2.569494 0.274 -0.364 0.343
H 1.873829 2.696145 0.614808 -0.545 0.123 0.327
H -2.018727 -0.319698 2.541538 0.427 0.438 -0.355
H 2.125077 -1.735349 0.188847 0.385 -0.550 -0.127
C -0.067960 1.309290 -1.691372 0.899 -1.412 -0.862
```
Forces are in eV/Å.

Calculated values
largest force on an atom	0.0416	hartree/bohr
SMILES string	CCc1c[nH]c2ccccc12.CC
electronic energy	-14209.5339	eV
Kohn-Sham gap	8.74	eV
spin multiplicity	1

Atom charges from the natural (NBO) analysis, given in e for atoms 1 to 6: C -0.419; H 0.201; C -0.602; H 0.215; C -0.100; C -0.233

no.,LUMO level (eV)
1,0.2
2,0.4
3,0.9